Run A
DFT (wB97M-V/def2-TZVPD) results for C8H15N3O5 in the gas phase.

LUMO level: 0.4 eV
HOMO-LUMO gap: 10.1 eV

The geometry in ORCA input format:
```
! wB97M-V def2-TZVPD RIJCOSX def2/J DEFGRID3
* xyz 0 1
C -2.66 2.22 -0.36
C -1.44 1.34 -0.63
O -0.30 2.05 -0.13
C -1.52 -0.05 0.19
N -0.28 -0.81 -0.19
C 0.65 -1.13 0.70
O 0.67 -0.97 1.95
C 1.98 -1.56 0.07
N 1.92 -1.94 -1.34
C 3.06 -0.48 0.30
C 2.57 0.93 -0.07
N 2.31 1.70 1.04
O 2.53 1.27 -1.29
C -2.85 -0.83 0.08
O -3.66 -0.49 0.95
O -2.97 -1.73 -0.90
H -3.74 1.91 -0.79
H -2.87 2.08 0.84
H -2.37 3.35 -0.55
H -1.25 0.94 -1.75
H 0.39 2.00 -0.87
H -1.40 0.26 1.21
H -0.13 -1.36 -1.08
H 2.37 -2.40 0.66
H 2.86 -2.48 -1.44
H 2.14 -1.03 -1.81
H 3.86 -0.68 -0.55
H 3.42 -0.47 1.30
H 1.90 1.14 1.86
H 2.09 2.75 0.86
H -3.81 -2.32 -0.84
*
```



Run B
DFT (wB97M-V/def2-TZVPD) results for C8H15N3O5 in the gas phase.

LUMO level: 0.6 eV
HOMO-LUMO gap: 10.3 eV

The geometry in ORCA input format:
```
! wB97M-V def2-TZVPD RIJCOSX def2/J DEFGRID3
* xyz 0 1
C 0.95 -2.65 1.67
C -0.07 -1.88 0.75
O -0.40 -0.77 1.63
C 0.58 -1.39 -0.54
N -0.01 -0.26 -1.22
C 0.56 0.95 -0.99
O 1.71 1.11 -0.67
C -0.38 2.19 -1.33
N -1.68 1.66 -1.64
C -0.38 3.08 -0.06
C -0.61 2.16 1.13
N 0.46 2.01 2.06
O -1.63 1.48 1.31
C 0.83 -2.52 -1.41
O 1.98 -3.00 -1.57
O -0.29 -3.04 -2.00
H 1.31 -3.66 1.19
H 1.79 -1.91 2.02
H 0.44 -2.92 2.56
H -0.95 -2.50 0.67
H -1.18 -0.29 1.23
H 1.52 -0.89 -0.16
H -1.07 -0.19 -1.39
H 0.02 2.79 -2.19
H -2.32 2.32 -2.10
H -1.98 1.36 -0.61
H -1.34 3.75 -0.03
H 0.50 3.79 -0.05
H 1.36 1.90 1.49
H 0.32 1.21 2.57
H -0.02 -3.88 -2.34
*
```



It is run B that is the most stable of them.



Run A
DFT (wB97M-V/def2-TZVPD) results for C8H15N3O5 in the gas phase.

LUMO level: 0.5 eV
HOMO-LUMO gap: 10.0 eV

The geometry in ORCA input format:
```
! wB97M-V def2-TZVPD RIJCOSX def2/J DEFGRID3
* xyz 0 1
N 1.56 4.60 1.40
C 1.89 3.27 1.47
O 2.76 3.03 2.21
C 0.92 2.22 0.84
C 1.04 0.78 1.30
C 0.90 -0.16 0.08
N -0.20 -0.01 -0.85
C -1.47 -0.37 -0.47
O -1.96 -0.59 0.65
C -2.41 -0.74 -1.55
N -1.76 -0.48 -2.92
C -2.45 -2.27 -1.44
O -1.17 -2.84 -1.36
C 0.98 -1.67 0.49
O 0.83 -2.05 1.64
O 1.08 -2.37 -0.60
H 2.24 5.23 1.87
H 0.95 5.04 0.84
H 1.03 2.29 -0.25
H -0.10 2.51 0.87
H 1.94 0.44 1.84
H 0.24 0.52 1.97
H 1.80 0.03 -0.39
H -0.06 0.04 -1.86
H -3.41 -0.30 -1.46
H -1.78 0.49 -3.32
H -2.30 -0.77 -3.68
H -3.12 -2.49 -0.63
H -2.87 -2.61 -2.38
H -1.21 -3.72 -1.04
H 0.64 -3.17 -0.60
*
```



Run B
DFT (wB97M-V/def2-TZVPD) results for a molecular structure, C8H15N3O5.

LUMO level: -3.3 eV
HOMO-LUMO gap: 6.2 eV

The geometry in ORCA input format:
```
! wB97M-V def2-TZVPD RIJCOSX def2/J DEFGRID3
* xyz 0 1
C -0.28 1.99 -1.38
C 0.60 0.78 -0.88
C -0.60 2.97 -0.28
C -1.38 2.19 0.80
C 1.03 -1.35 -0.22
C 1.07 -2.69 -0.86
C 0.86 -1.52 1.42
C -0.70 -1.66 1.49
H -2.13 1.09 -1.44
H -1.94 2.40 -2.82
H 0.51 2.44 -2.09
H 0.32 3.50 0.19
H -1.31 3.63 -0.76
H -0.72 1.08 2.38
H 0.56 1.49 1.63
H -0.45 -0.88 -1.60
H 2.07 -0.82 -0.45
H 1.27 -0.58 1.80
H 2.93 -1.96 2.91
H -1.16 -2.38 2.31
H -1.29 -0.71 1.46
H -1.02 -2.19 0.58
H 0.84 -3.71 -2.58
N -1.48 1.53 -2.21
N -0.51 1.86 1.81
N 0.16 -0.50 -0.88
O 1.70 1.18 -0.43
O -2.57 1.98 0.70
O 2.20 -3.27 -0.79
O 1.29 -2.78 1.90
O 0.11 -3.11 -1.72
*
```



Run C
DFT (wB97M-V/def2-TZVPD) results for 2 unconnected molecules or ions with the total composition C8H15N3O5.

LUMO level: 0.2 eV
HOMO-LUMO gap: 9.8 eV

The geometry in ORCA input format:
```
! wB97M-V def2-TZVPD RIJCOSX def2/J DEFGRID3
* xyz 0 1
C 1.12 -0.69 0.72
C 0.58 -0.86 -0.73
C 2.62 -0.59 0.95
C 3.24 0.50 -0.17
C -1.65 0.04 0.11
C -2.93 -0.81 0.01
C -2.11 1.52 0.09
C -1.13 2.72 0.60
H 0.65 -2.21 2.27
H 1.00 -2.98 0.69
H 0.67 0.07 1.50
H 2.88 -0.13 2.05
H 3.05 -1.68 0.88
H 3.90 -1.00 -1.45
H 3.86 0.92 -1.75
H -1.27 -1.02 -1.77
H -1.29 -0.04 1.06
H -3.11 1.31 0.47
H -2.08 1.04 -2.17
H -1.69 3.76 0.32
H -0.92 2.75 1.63
H -0.08 2.47 0.19
H -3.80 -2.07 -1.21
N 0.65 -2.13 1.22
N 4.10 0.02 -1.17
N -0.65 -0.48 -1.02
O 1.17 -1.49 -1.60
O 2.77 1.79 -0.10
O -3.91 -1.05 0.86
O -2.67 1.76 -1.17
O -3.00 -1.43 -1.33
*
```



It is run A that is the most stable of them.



Run A
DFT (wB97M-V/def2-TZVPD) results for C8H11NOS in the gas phase.

LUMO level: 0.4 eV
HOMO-LUMO gap: 9.7 eV

The geometry in ORCA input format:
```
! wB97M-V def2-TZVPD RIJCOSX def2/J DEFGRID3
* xyz 0 1
C 2.67 -0.40 0.01
C 1.40 0.35 -0.18
C 1.46 1.77 -0.18
C 0.25 2.45 -0.09
C -0.94 1.80 0.03
C -1.02 0.46 -0.18
S -2.59 -0.42 -0.13
N -2.80 -1.76 0.57
O -3.58 0.65 -0.01
C 0.18 -0.34 -0.13
C 0.11 -1.80 -0.07
H 3.39 0.37 0.09
H 2.58 -0.96 0.90
H 2.97 -1.05 -0.75
H 2.45 2.21 -0.40
H 0.26 3.52 0.14
H -1.95 2.33 0.14
H -2.43 -0.78 -1.42
H -2.71 -1.73 1.66
H -0.97 -2.15 0.01
H 0.73 -2.30 -0.84
H 0.53 -2.23 0.83
*
```



Run B
DFT (wB97M-V/def2-TZVPD) results for C8H11NOS in the gas phase.

LUMO level: 0.5 eV
HOMO-LUMO gap: 8.3 eV

The geometry in ORCA input format:
```
! wB97M-V def2-TZVPD RIJCOSX def2/J DEFGRID3
* xyz 0 1
C -0.14 -1.52 -0.22
C 1.75 -0.31 2.21
C 0.66 -0.49 0.24
C -1.12 -1.42 -1.31
C -1.16 -0.09 -2.02
C -1.00 1.04 -0.97
C 0.42 0.80 -0.49
C 1.40 1.62 -0.49
N 1.69 -0.76 1.07
O -0.89 0.69 2.28
S 0.36 0.61 3.13
H -0.13 -2.46 0.26
H 2.48 -0.36 2.95
H -0.89 -2.21 -2.03
H -2.11 -1.56 -0.92
H -0.26 0.11 -2.61
H -2.11 -0.09 -2.44
H -1.19 2.03 -1.30
H -1.63 0.84 -0.09
H 0.17 -0.55 3.74
H 1.22 2.58 -0.87
H 2.49 1.50 -0.10
*
```



It is run A that is the most stable of them.



Run A
DFT (wB97M-V/def2-TZVPD) results for a gas-phase ion, C5H10NOS (charge +1).

LUMO level: -5.4 eV
HOMO-LUMO gap: 6.6 eV

The geometry in ORCA input format:
```
! wB97M-V def2-TZVPD RIJCOSX def2/J DEFGRID3
* xyz 1 1
C 0.89 -0.58 2.15
C -1.15 -0.40 -1.10
C -0.87 -1.44 0.15
C -0.16 0.68 -1.17
C 1.13 0.52 -0.83
N -0.71 1.93 -1.32
O 1.35 0.33 2.95
S -0.72 -0.41 1.66
H -1.17 -0.89 -2.05
H -2.22 -0.03 -0.80
H -1.86 -2.03 0.29
H -0.03 -2.02 0.08
H 2.03 1.21 -0.89
H 1.52 -0.55 -0.68
H 1.62 -1.19 1.65
H 2.29 0.32 3.03
H -1.63 1.99 -1.08
H -0.31 2.56 -2.03
*
```



Run B
DFT (wB97M-V/def2-TZVPD) results for a molecular structure, C5H10NOS.

LUMO level: -4.1 eV
HOMO-LUMO gap: 8.8 eV

The geometry in ORCA input format:
```
! wB97M-V def2-TZVPD RIJCOSX def2/J DEFGRID3
* xyz 1 1
C 0.71 1.93 -0.72
C -0.42 2.31 -0.19
C -0.33 0.24 0.44
C 2.04 -0.16 0.44
C -2.24 -2.44 -0.01
N 0.90 0.48 -0.38
O -0.87 1.44 0.75
S -1.39 -1.18 -0.99
H 1.25 2.29 -1.55
H -0.85 3.26 -0.30
H -0.28 -0.40 1.28
H 3.03 -0.03 -0.07
H 2.06 0.27 1.47
H 1.69 -1.12 0.43
H -1.95 -2.43 1.00
H -2.19 -3.45 -0.49
H -3.37 -2.22 0.07
H 0.74 -0.04 -1.15
*
```



It is run A that is the most stable of them.



Run A
DFT (wB97M-V/def2-TZVPD) results for C2H3Cl3Si in the gas phase.

LUMO level (alpha / beta): -0.9 / -1.0 eV
HOMO-LUMO gap (alpha / beta): 7.7 / 7.8 eV

The geometry in ORCA input format:
```
! wB97M-V def2-TZVPD RIJCOSX def2/J DEFGRID3
* xyz 0 1
C 0.10 -1.57 -0.41
C -0.27 1.46 0.54
Si 0.78 0.17 -0.29
Cl -0.65 -2.43 0.83
Cl -0.65 1.33 2.19
Cl -1.62 2.01 -0.42
H 0.54 0.82 -1.56
H 1.99 0.05 0.45
H -0.23 -1.86 -1.32
*
```



Run B
DFT (wB97M-V/def2-TZVPD) results for C2H3Cl3Si in the gas phase.

LUMO level (alpha / beta): -1.4 / -1.1 eV
HOMO-LUMO gap (alpha / beta): 7.3 / 8.1 eV

The geometry in ORCA input format:
```
! wB97M-V def2-TZVPD RIJCOSX def2/J DEFGRID3
* xyz 0 1
C -0.11 1.23 1.21
C 0.00 -1.08 -1.38
Si 0.13 -0.48 0.50
Cl 0.93 2.58 0.90
Cl 1.38 -0.57 -2.37
Cl -1.55 -0.88 -2.15
H -0.99 -1.00 1.06
H 1.38 -1.08 0.78
H -1.17 1.28 1.44
*
```



It is run A that is the most stable of them.



Run A
DFT (wB97M-V/def2-TZVPD) results for a gas-phase ion, CH5N2S (charge +1).

LUMO level: -5.0 eV
HOMO-LUMO gap: 9.5 eV

The geometry in ORCA input format:
```
! wB97M-V def2-TZVPD RIJCOSX def2/J DEFGRID3
* xyz 1 1
N -0.10 -1.52 -0.56
C 0.40 -0.54 0.20
N -0.15 0.64 0.11
S 0.61 2.17 1.03
H 0.34 -2.39 -0.74
H -0.95 -1.48 -1.12
H 1.33 -0.53 0.65
H -1.02 0.71 -0.38
H -0.48 2.93 0.81
*
```



Run B
DFT (wB97M-V/def2-TZVPD) results for 2 unconnected molecules or ions with the total composition CH5N2S.

LUMO level: -5.9 eV
HOMO-LUMO gap: 8.3 eV

The geometry in ORCA input format:
```
! wB97M-V def2-TZVPD RIJCOSX def2/J DEFGRID3
* xyz 1 1
C -0.20 -0.16 -0.17
N -1.15 -0.78 -0.80
N 0.12 0.23 0.99
S 1.58 1.03 1.39
H 0.91 0.86 -1.21
H -0.93 -0.83 -1.78
H -1.78 -1.35 -0.36
H -0.23 -0.27 1.89
H 1.68 1.26 0.06
*
```



Run C
DFT (wB97M-V/def2-TZVPD) results for a gas-phase ion, CH5N2S (charge +1).

LUMO level: -4.0 eV
HOMO-LUMO gap: 11.0 eV

The geometry in ORCA input format:
```
! wB97M-V def2-TZVPD RIJCOSX def2/J DEFGRID3
* xyz 1 1
N -1.28 -0.30 -0.38
C -0.03 -0.63 -0.12
N 1.01 0.08 0.08
S 0.76 1.77 -0.29
H -1.76 0.67 -0.50
H -1.97 -1.13 -0.38
H 0.10 -1.63 0.18
H 1.96 -0.18 0.07
H 1.24 1.67 -1.54
*
```



It is run C that is the most stable of them.



Run A
DFT (wB97M-V/def2-TZVPD) results for C5H6N2O3 in the gas phase.

LUMO level: 0.5 eV
HOMO-LUMO gap: 9.9 eV

The geometry in ORCA input format:
```
! wB97M-V def2-TZVPD RIJCOSX def2/J DEFGRID3
* xyz 0 1
O -2.31 0.55 -0.07
C -1.90 0.19 1.25
O -2.95 -0.44 1.84
O -0.81 -0.67 1.29
C 0.36 -0.06 1.87
C -0.13 1.27 2.32
C 0.17 2.45 2.97
C -1.06 3.16 2.95
N -2.01 2.50 2.28
N -1.41 1.36 1.93
H -2.54 -0.24 -0.56
H -3.39 -0.99 1.13
H 0.72 -0.69 2.69
H 1.15 0.01 1.10
H 1.10 2.75 3.44
H -1.28 4.14 3.37
*
```



Run B
DFT (wB97M-V/def2-TZVPD) results for a molecular structure, C5H6N2O3.

LUMO level: 0.5 eV
HOMO-LUMO gap: 10.2 eV

The geometry in ORCA input format:
```
! wB97M-V def2-TZVPD RIJCOSX def2/J DEFGRID3
* xyz 0 1
N -0.51 1.69 -0.65
C 0.02 0.90 0.36
C 1.45 0.38 0.30
C 0.34 -0.60 0.38
O -0.10 -0.70 1.75
C -0.50 0.62 1.75
O -1.10 1.18 2.61
C -0.06 -1.64 -0.60
N 0.07 -1.55 -1.87
H -1.52 1.77 -0.63
H -0.08 2.61 -0.73
H 1.91 0.52 -0.68
H 2.12 0.47 1.16
O -1.02 -2.44 -0.15
H 0.74 -0.84 -2.15
H -1.73 -2.35 -0.87
*
```



It is run A that is the most stable of them.



Run A
DFT (wB97M-V/def2-TZVPD) results for 7 unconnected molecules or ions with the total composition C14H42O14.

LUMO level: 0.4 eV
HOMO-LUMO gap: 9.7 eV

The geometry in ORCA input format:
```
! wB97M-V def2-TZVPD RIJCOSX def2/J DEFGRID3
* xyz 0 1
O 2.82 1.81 0.31
C 3.19 2.90 1.08
C 2.43 4.12 0.49
O 2.97 4.32 -0.78
H 1.86 1.74 0.28
H 2.93 2.76 2.13
H 4.25 3.14 1.14
H 2.63 5.05 1.02
H 1.35 4.02 0.40
H 3.13 3.42 -1.08
O -0.25 -0.80 -3.86
C -1.66 -0.81 -3.69
C -2.13 -2.20 -3.06
O -1.58 -2.43 -1.80
H 0.03 -1.31 -4.62
H -1.86 -0.02 -2.97
H -2.27 -0.55 -4.56
H -1.86 -3.00 -3.74
H -3.21 -2.23 -2.88
H -0.66 -2.65 -1.98
O -5.01 -0.37 0.01
C -4.82 -0.86 1.34
C -4.17 -2.23 1.22
O -2.79 -2.04 0.87
H -5.34 0.52 0.11
H -4.11 -0.32 1.97
H -5.77 -0.86 1.86
H -4.74 -2.71 0.43
H -4.10 -2.76 2.17
H -2.73 -2.00 -0.09
O -1.10 3.71 2.07
C -0.45 4.27 3.20
C -1.41 5.08 3.92
O -1.90 6.17 3.00
H -1.65 4.46 1.82
H -0.10 3.34 3.66
H 0.51 4.72 2.94
H -1.06 5.69 4.75
H -2.25 4.44 4.20
H -2.21 6.94 3.49
O 1.36 0.13 2.88
C -0.02 -0.13 2.66
C -0.51 0.25 1.26
O 0.14 -0.53 0.17
H 1.92 -0.13 2.15
H -0.29 -1.18 2.62
H -0.71 0.33 3.38
H -0.35 1.31 1.11
H -1.57 0.25 1.49
H -0.56 -1.07 -0.20
O 0.69 -3.85 -1.73
C 1.15 -4.11 -0.41
C 0.70 -5.43 0.02
O 1.52 -6.48 -0.56
H 1.13 -4.44 -2.34
H 2.21 -4.03 -0.14
H 0.68 -3.41 0.29
H -0.37 -5.61 -0.15
H 0.88 -5.54 1.09
H 1.03 -7.00 -1.20
O 2.02 0.28 -3.02
C 2.80 -0.74 -2.44
C 4.24 -0.06 -2.42
O 4.82 0.13 -3.69
H 1.14 -0.02 -3.25
H 2.46 -0.91 -1.42
H 2.78 -1.57 -3.15
H 4.90 -0.79 -1.94
H 4.32 0.86 -1.85
H 4.58 1.01 -4.00
*
```



Run B
DFT (wB97M-V/def2-TZVPD) results for 7 unconnected molecules or ions with the total composition C14H42O14.

LUMO level: 0.4 eV
HOMO-LUMO gap: 10.3 eV

The geometry in ORCA input format:
```
! wB97M-V def2-TZVPD RIJCOSX def2/J DEFGRID3
* xyz 0 1
O 1.57 -3.44 -4.05
C 1.63 -2.10 -3.81
C 0.41 -1.27 -4.21
O 0.43 -0.82 -5.59
H 1.55 -3.47 -5.01
H 1.73 -2.07 -2.73
H 2.59 -1.74 -4.17
H 0.29 -0.46 -3.50
H -0.50 -1.86 -4.23
H 0.65 0.12 -5.61
O -0.17 -2.86 3.33
C -0.67 -2.17 4.48
C 0.38 -2.29 5.66
O 1.69 -1.86 5.39
H -0.45 -3.78 3.29
H -0.71 -1.10 4.26
H -1.66 -2.55 4.72
H 0.52 -3.33 5.93
H 0.02 -1.83 6.59
H 1.95 -2.35 4.60
O 1.98 2.79 -3.92
C 1.91 2.89 -2.53
C 3.25 2.47 -1.79
O 4.21 3.41 -1.89
H 1.49 3.55 -4.25
H 1.75 3.95 -2.34
H 1.01 2.27 -2.43
H 3.64 1.55 -2.21
H 2.96 2.26 -0.76
H 5.05 2.95 -1.98
O -2.61 -5.63 3.02
C -2.54 -6.13 1.69
C -1.97 -5.05 0.81
O -0.63 -5.32 0.37
H -3.48 -5.81 3.39
H -1.84 -6.97 1.74
H -3.54 -6.43 1.41
H -1.95 -4.06 1.25
H -2.72 -5.04 0.02
H -0.13 -4.53 0.14
O 2.78 4.17 0.83
C 3.11 5.57 0.98
C 4.44 5.96 0.29
O 4.21 6.09 -1.10
H 3.14 3.83 0.01
H 2.21 6.09 0.65
H 3.13 5.75 2.06
H 5.17 5.16 0.43
H 4.79 6.88 0.75
H 3.96 5.32 -1.61
O 0.54 -1.39 0.97
C -0.50 -0.47 0.85
C -0.27 0.61 -0.15
O 0.49 1.74 0.37
H 0.08 -2.01 1.53
H -1.36 -1.06 0.54
H -0.68 0.03 1.80
H -1.27 0.89 -0.48
H 0.25 0.10 -0.96
H 1.42 1.54 0.24
O -4.42 2.30 1.11
C -4.82 1.95 -0.18
C -5.73 0.67 -0.30
O -6.02 0.40 -1.64
H -3.89 3.08 0.95
H -5.08 2.78 -0.83
H -3.94 1.73 -0.78
H -6.67 0.85 0.22
H -5.34 -0.31 -0.01
H -6.81 -0.14 -1.65
*
```



It is run A that is the most stable of them.



Run A
DFT (wB97M-V/def2-TZVPD) results for 2 unconnected molecules or ions with the total composition C2H9NO.

LUMO level (alpha / beta): 3.5 / 3.4 eV
HOMO-LUMO gap (alpha / beta): 2.3 / 10.0 eV
<S²>: 0.75

The geometry in ORCA input format:
```
! wB97M-V def2-TZVPD RIJCOSX def2/J DEFGRID3
* xyz -1 2
C 2.27 2.44 -0.20
N 1.95 1.29 0.63
C 0.80 0.60 -0.03
H 3.01 3.11 0.27
H 2.78 2.00 -1.05
H 1.47 3.15 -0.42
H 1.47 1.68 1.48
H -0.07 1.25 -0.22
H 0.41 -0.23 0.57
H 1.21 0.17 -0.96
H -4.92 -3.27 -0.11
H -3.47 -3.50 -0.01
O -4.27 -3.97 -0.31
*
```



Run B
DFT (wB97M-V/def2-TZVPD) results for 2 unconnected molecules or ions with the total composition C2H9NO.

LUMO level (alpha / beta): 4.5 / 4.5 eV
HOMO-LUMO gap (alpha / beta): 3.2 / 9.9 eV
<S²>: 0.75

The geometry in ORCA input format:
```
! wB97M-V def2-TZVPD RIJCOSX def2/J DEFGRID3
* xyz -1 2
H 0.51 -0.83 0.50
O 0.93 -1.73 0.87
N 0.03 0.21 -0.41
H 0.39 -1.95 1.65
H 0.68 0.06 -1.17
C 0.41 1.48 0.23
H -0.39 1.84 0.85
H 1.28 1.33 0.88
H 0.71 2.23 -0.48
C -1.36 0.16 -0.80
H -1.67 1.03 -1.37
H -1.50 -0.72 -1.43
H -1.96 -0.08 0.07
*
```



It is run B that is the most stable of them.